[1]
{"formula": "C2H2NO3S2", "method": "ωB97M-V with the def2-TZVPD basis set", "symbols": ["C", "C", "N", "O", "O", "O", "S", "S", "H", "H"], "xyz": [[0.239, -0.909, -1.652], [-0.298, 0.023, -0.678], [1.531, -1.341, -1.272], [-0.379, -1.217, -2.687], [3.987, 1.387, 1.057], [3.817, -1.473, -0.633], [2.605, 1.243, 0.490], [2.767, -0.532, -1.088], [-1.416, 0.223, -0.831], [0.344, 0.474, 0.033]], "atomic_forces_ev_per_a": [[1.09, 0.53, -0.09], [-2.74, -0.50, -1.57], [-4.28, -1.50, -1.22], [0.84, -0.15, 1.32], [0.53, 0.12, 0.18], [-0.22, 1.08, 0.29], [-0.54, -0.06, 0.35], [3.44, 0.04, -0.61], [1.86, 0.05, 0.67], [0.03, 0.40, 0.68]], "nbo_charge": [0.55, -0.33, -0.93, -0.62, -0.83, -0.96, 0.42, 1.35, 0.18, 0.18], "relative_energy_ev": 4.069, "total_charge": -1, "multiplicity": 1, "gap_ev": [5.9, 6.5], "homo_ev": [-3.727, -3.639]}

[2]
{"formula": "C47H40CrN6O3P2Te", "method": "ωB97M-V with the def2-TZVPD basis set", "symbols": ["Cr", "O", "C", "N", "C", "O", "C", "C", "C", "C", "C", "N", "C", "C", "C", "C", "C", "N", "H", "H", "H", "H", "H", "H", "H", "H", "Te", "C", "C", "C", "N", "C", "C", "C", "P", "C", "C", "C", "C", "C", "C", "C", "C", "C", "C", "C", "C", "P", "C", "C", "C", "C", "C", "C", "C", "C", "C", "C", "C", "C", "H", "H", "H", "H", "H", "H", "H", "H", "H", "H", "H", "H", "H", "H", "H", "H", "H", "H", "H", "H", "H", "H", "H", "H", "N", "C", "N", "C", "C", "O", "C", "C", "H", "H", "H", "H", "H", "H", "H", "H"], "xyz": [[0.639, -0.672, 0.637], [4.385, -0.947, -0.635], [3.189, -0.947, -0.472], [2.522, -0.834, 0.727], [3.173, -0.817, 1.926], [4.338, -1.053, 2.154], [2.194, -0.477, 3.012], [2.625, -0.403, 4.329], [1.704, -0.123, 5.322], [0.385, 0.087, 4.944], [0.042, 0.010, 3.608], [0.916, -0.272, 2.640], [2.198, -1.085, -1.601], [2.746, -1.115, -2.866], [2.131, -1.212, -4.140], [0.810, -1.169, -4.405], [-0.242, -0.933, -3.400], [0.923, -1.171, -1.174], [3.667, -0.586, 4.537], [1.995, -0.071, 6.358], [-0.374, 0.308, 5.675], [-0.980, 0.171, 3.291], [3.828, -1.039, -2.872], [2.808, -1.306, -4.980], [0.477, -1.283, -5.427], [-1.222, -1.166, -3.815], [-1.892, 2.565, -2.384], [-2.207, 4.334, -1.185], [-1.651, 5.548, -1.551], [-2.026, 6.679, -0.838], [-2.881, 6.647, 0.165], [-3.400, 5.487, 0.515], [-3.099, 4.295, -0.127], [-0.801, 1.306, -1.102], [-1.475, -0.130, -0.273], [-1.452, -1.526, -1.390], [-0.102, -1.721, -2.038], [0.163, -3.164, -2.336], [-0.858, -4.046, -2.460], [-2.187, -3.694, -2.126], [-2.440, -2.481, -1.504], [-3.205, 0.229, 0.123], [-4.178, 0.371, -0.863], [-5.446, 0.795, -0.506], [-5.744, 1.076, 0.819], [-4.777, 0.931, 1.802], [-3.507, 0.519, 1.450], [0.685, 1.618, -0.184], [2.068, 1.976, -1.311], [1.936, 2.218, -2.671], [3.065, 2.406, -3.446], [4.326, 2.322, -2.878], [4.464, 2.071, -1.521], [3.337, 1.927, -0.735], [0.457, 3.238, 0.636], [1.139, 4.384, 0.238], [0.830, 5.604, 0.814], [-0.160, 5.695, 1.779], [-0.833, 4.552, 2.186], [-0.529, 3.331, 1.616], [-0.943, 5.617, -2.363], [-1.624, 7.652, -1.086], [-4.094, 5.514, 1.344], [-3.546, 3.366, 0.196], [-0.242, 0.121, -3.100], [1.190, -3.456, -2.506], [-0.660, -5.058, -2.790], [-2.988, -4.396, -2.292], [-3.427, -2.282, -1.110], [-3.944, 0.132, -1.894], [-6.207, 0.908, -1.264], [-6.733, 1.406, 1.091], [-5.009, 1.141, 2.834], [-2.732, 0.408, 2.198], [0.954, 2.276, -3.128], [2.949, 2.605, -4.500], [5.206, 2.467, -3.487], [5.442, 1.971, -1.079], [3.424, 1.773, 0.335], [1.901, 4.326, -0.526], [1.354, 6.493, 0.496], [-0.428, 6.656, 2.192], [-1.607, 4.629, 2.936], [-1.068, 2.434, 1.903], [0.194, -2.508, 1.209], [0.215, -3.660, 1.389], [0.184, -4.937, 1.536], [-0.148, -5.815, 0.420], [0.971, -6.850, 0.262], [1.140, -7.576, 1.452], [1.528, -6.736, 2.508], [0.473, -5.649, 2.774], [-0.267, -5.216, -0.482], [-1.084, -6.335, 0.650], [1.912, -6.348, -0.009], [0.712, -7.581, -0.504], [2.500, -6.272, 2.282], [1.631, -7.384, 3.380], [0.822, -4.953, 3.537], [-0.450, -6.136, 3.108]], "atomic_forces_ev_per_a": [[0.61, 0.49, -0.38], [-0.17, -0.03, 0.05], [0.59, -0.37, -0.41], [0.37, 0.08, 0.25], [0.39, -0.09, -0.13], [-0.23, 0.10, 0.26], [0.09, 0.10, 0.51], [-0.09, -0.06, -0.13], [-0.18, 0.02, -0.33], [0.09, 0.02, 0.01], [-0.28, 0.03, -0.06], [0.43, 0.02, 0.75], [1.52, -0.10, -1.50], [0.00, -0.02, 1.30], [-0.78, 0.08, -0.53], [0.51, -0.10, -0.08], [-0.27, 0.29, -0.56], [-1.06, -0.44, 0.47], [0.10, 0.00, -0.04], [0.06, 0.01, 0.13], [-0.13, 0.05, 0.08], [0.01, -0.02, 0.01], [-0.06, -0.05, 0.18], [0.01, -0.05, -0.07], [-0.01, -0.05, -0.11], [-0.07, 0.08, -0.13], [0.50, 0.21, 0.57], [-0.12, -0.66, -0.38], [0.00, -0.03, -0.04], [0.18, -0.11, -0.29], [-0.21, 0.69, 0.32], [-0.15, -0.44, -0.02], [-0.10, 0.14, 0.06], [-0.09, -0.16, 0.81], [-0.66, 1.85, -1.30], [0.65, -0.23, 0.04], [-0.23, -0.65, 0.61], [-0.43, 0.55, -0.06], [0.29, -0.38, -0.35], [0.41, 0.69, 0.20], [-0.55, -0.27, -0.16], [0.28, -0.43, 0.16], [0.09, -0.22, 0.07], [-0.13, 0.02, -0.03], [0.00, 0.00, -0.01], [-0.02, 0.10, 0.06], [0.14, -0.15, -0.10], [-1.05, 1.04, -1.31], [0.21, -0.30, 0.55], [-0.29, -0.02, 0.00], [0.01, 0.00, -0.04], [0.06, 0.03, 0.03], [0.07, 0.12, -0.02], [-0.21, 0.20, -0.10], [0.12, -0.31, 0.28], [0.06, -0.19, 0.08], [0.00, 0.06, 0.02], [0.05, -0.01, -0.03], [0.00, -0.05, 0.09], [0.25, -0.06, 0.05], [0.06, 0.03, -0.09], [0.10, 0.07, -0.09], [-0.11, -0.09, 0.10], [-0.10, -0.09, 0.02], [-0.07, -0.11, 0.16], [0.08, 0.05, -0.15], [0.02, -0.01, -0.02], [-0.11, -0.14, 0.03], [-0.03, 0.03, 0.04], [-0.07, 0.08, 0.04], [-0.07, 0.02, -0.06], [-0.16, 0.04, 0.01], [-0.06, 0.04, 0.09], [-0.08, 0.02, 0.06], [0.06, -0.06, 0.06], [0.05, 0.04, -0.14], [0.07, -0.05, -0.08], [0.12, 0.05, 0.04], [0.15, -0.09, -0.01], [0.03, 0.01, -0.01], [0.04, 0.09, -0.04], [0.02, 0.04, 0.07], [-0.07, -0.03, 0.05], [-0.08, 0.03, 0.05], [-0.33, -1.68, 0.49], [-0.14, 1.52, -0.10], [0.05, -0.57, 0.00], [0.16, -0.47, -0.45], [-0.20, 0.15, -0.21], [-0.13, -0.13, 0.01], [0.01, 0.28, 0.28], [0.27, -0.46, 0.49], [0.03, -0.13, 0.16], [0.02, 0.09, -0.03], [-0.08, -0.01, -0.06], [0.01, 0.13, -0.06], [-0.08, 0.00, 0.05], [0.02, 0.21, 0.02], [-0.06, -0.01, -0.05], [0.06, 0.14, 0.03]], "lowdin_spin": [0.97, 0.01, 0.00, 0.01, 0.00, 0.02, 0.00, 0.00, 0.01, 0.00, 0.00, -0.01, 0.01, 0.01, 0.00, 0.00, -0.01, 0.01, 0.00, 0.00, 0.00, 0.00, 0.00, 0.00, 0.00, 0.00, 0.02, 0.00, 0.00, 0.00, 0.00, 0.00, 0.00, 0.02, 0.01, -0.02, -0.01, -0.03, 0.00, -0.04, 0.00, 0.00, 0.00, 0.00, 0.00, 0.00, 0.00, -0.01, 0.00, 0.00, 0.00, 0.00, 0.00, 0.00, 0.00, 0.00, 0.00, 0.00, 0.00, 0.00, 0.00, 0.00, 0.00, 0.00, 0.00, 0.00, 0.00, 0.00, 0.00, 0.00, 0.00, 0.00, 0.00, 0.00, 0.00, 0.00, 0.00, 0.00, 0.00, 0.00, 0.00, 0.00, 0.00, 0.00, 0.00, 0.02, 0.01, 0.00, 0.00, 0.00, 0.00, 0.00, 0.00, 0.00, 0.00, 0.00, 0.00, 0.00, 0.00, 0.00], "relative_energy_ev": 0.965, "total_charge": 1, "multiplicity": 2, "gap_ev": [4.4, 4.0], "s2": 0.82, "homo_ev": [-9.454, -9.362]}